Below is a single C5H11O3 molecule at a distorted geometry, with properties calculated with ωB97M-V/def2-TZVPD.

Multiplicity = 4
Orbital gap (spin up / spin down) = 5.08 / 8.71 eV
⟨S²⟩ = 3.762

Atoms and positions in Å:
O 1.32092 1.96160 -1.61534
O 2.48621 2.35441 -2.18850
C -0.24297 0.74052 1.33794
C -0.45780 -0.23677 0.18319
C 0.18887 -1.57745 0.52722
C -1.93776 -0.43392 -0.07854
O 0.02940 0.33804 -1.03260
C 1.37444 0.61637 -1.19719
H -0.60941 1.73089 1.03518
H -0.82196 0.38795 2.20179
H 0.81661 0.82150 1.62095
H 0.06115 -2.29471 -0.29623
H 1.25536 -1.49313 0.78459
H -0.33686 -1.98547 1.40361
H -2.08679 -1.15251 -0.88909
H -2.40985 -0.80356 0.82725
H -2.38546 0.51979 -0.37180
H 1.81327 0.03068 -2.01306
H 1.94264 0.47575 -0.23934

Below is 2 unconnected molecules or ions with the total composition C5H11O4 at a distorted geometry, with properties calculated with ωB97M-V/def2-TZVPD.

Multiplicity = 2
Orbital gap (spin up / spin down) = 9.04 / 8.26 eV
⟨S²⟩ = 1.760

Atoms and positions in Å:
C -3.13042 1.29518 -0.20506
C -1.78226 0.98416 0.42169
C -1.20260 -0.37530 -0.00246
C -1.92243 -1.56286 0.61015
C 0.38696 -0.45032 0.44329
O 1.12619 0.51036 -0.06609
O 4.22792 0.40423 0.89453
O 3.88675 -0.64271 0.31929
O -1.24891 -0.43440 -1.40573
H -3.40798 2.32276 0.04809
H -3.05361 1.21514 -1.29403
H -3.92303 0.63028 0.15991
H -1.05272 1.75854 0.14549
H -1.85145 0.96926 1.51580
H -1.95321 -1.47337 1.70636
H -2.95305 -1.64931 0.23892
H -1.38558 -2.48744 0.34746
H 0.25689 -0.40712 1.55998
H 0.70959 -1.46669 0.08362
H -0.43320 -0.85208 -1.73652

Below is a single C5H11O4PS2 molecule at a distorted geometry, with properties calculated with ωB97M-V/def2-TZVPD.

Orbital gap = 9.46 eV
SMILES = COP(=S)(OC)SCOC(C)=O

Atoms and positions in Å:
C 3.56761 0.08176 2.26101
O 2.77173 -0.24881 1.15006
P 1.13983 -0.56298 1.35856
S 0.89500 -1.89699 2.74840
O 0.29581 0.86518 1.84304
C -0.89977 0.49339 2.62366
S 0.44587 -1.10574 -0.58586
C -0.39070 0.37287 -1.04088
O -0.64217 0.32081 -2.45001
C -1.93372 0.06366 -2.79160
C -2.24972 -0.51474 -4.19046
O -2.90371 0.30465 -2.05385
H 4.02962 1.08395 2.06089
H 2.96736 0.17684 3.11938
H 4.37210 -0.67382 2.29971
H -0.72876 0.04923 3.68508
H -1.44858 1.41304 2.74907
H -1.49120 -0.26895 2.06758
H 0.28515 1.25350 -0.72048
H -1.23479 0.57010 -0.50240
H -2.64977 0.35945 -4.83377
H -2.90192 -1.35147 -4.15634
H -1.29527 -0.78492 -4.64082

Below is a molecular structure, C5H11O4Rh at a distorted geometry, with properties calculated with ωB97M-V/def2-TZVPD.

Multiplicity = 5
Orbital gap (spin up / spin down) = 7.00 / 6.84 eV
⟨S²⟩ = 6.004

Atoms and positions in Å:
O -4.15734 -0.23670 -2.66285
C -3.87351 0.30515 -1.53734
C -2.57643 0.43792 -1.05124
O -1.56956 0.21681 -1.99454
C -0.90809 1.37765 -2.48657
C -0.49887 1.12572 -3.91429
O -1.66241 0.79601 -4.65048
C -1.45491 0.77373 -6.05042
Rh -2.54016 -1.12509 -3.67449
H -4.69380 0.58576 -0.85410
H -2.25410 -0.97442 0.29617
H -0.02109 1.59784 -1.87360
H -1.59327 2.23621 -2.43745
H 0.22633 0.29501 -3.97888
H -0.02860 2.03326 -4.32457
H -2.34802 0.33482 -6.50940
H -1.30894 1.79750 -6.42757
H -0.57679 0.15869 -6.30756
H -2.35989 1.16905 -0.26218
O -2.03114 -1.73921 1.12480
H -2.80034 -2.31035 1.19772

Below is a single C5H11O6PS molecule at a distorted geometry, with properties calculated with ωB97M-V/def2-TZVPD.

Orbital gap = 9.41 eV
SMILES = C=C=[S@@](=O)(OC)OP(=O)(OC)OC

Atoms and positions in Å:
C -2.20454 -2.19319 0.38840
C -0.95558 -2.60920 0.59811
S -0.03887 -1.52490 1.56301
O -0.06873 -1.82150 2.95970
O 1.44098 -1.45439 1.00299
C 2.29232 -0.54394 1.71319
O -0.50779 0.11475 1.31861
P -0.56668 0.72897 -0.14969
O -1.77192 1.36311 -0.66755
O 0.00665 -0.46715 -1.09962
C -0.55391 -0.44160 -2.45941
O 0.72199 1.71319 -0.03328
C 0.49525 3.03036 -0.46057
H -2.48789 -1.19946 0.54697
H -2.64900 -2.91054 -0.35083
H 2.08943 0.49286 1.30662
H 3.32452 -0.71273 1.28047
H 2.01084 -0.72736 2.73846
H -0.74132 -1.43392 -2.71213
H 0.17045 0.10661 -3.09392
H -1.42919 0.29825 -2.55489
H 1.44496 3.44593 -0.50923
H -0.16253 3.65735 0.14463
H 0.14054 3.08851 -1.47007

Below is 2 unconnected molecules or ions with the total composition C5H12 at a distorted geometry, with properties calculated with ωB97M-V/def2-TZVPD.

Orbital gap = 10.69 eV
SMILES = C=CC.CC

Atoms and positions in Å:
C -1.03116 -2.58995 1.46176
C -1.74440 -1.46483 1.58156
C -1.19283 -0.11210 1.89085
H -1.51049 -3.54364 1.29343
H 0.00336 -2.60184 1.78881
H -2.80858 -1.58319 1.39176
H -0.56487 -0.22713 2.77373
H -0.82796 0.28805 0.94643
H -2.00976 0.53517 2.22089
C 1.70609 1.26034 -1.22684
C 1.27203 1.68454 -2.61475
H 1.05102 1.60169 -0.42151
H 2.74515 1.37335 -0.93170
H 1.50125 0.18247 -1.10798
H 1.14478 2.75354 -2.73583
H 1.92124 1.25550 -3.38626
H 0.34515 1.18804 -2.92435

Below is 2 unconnected molecules or ions with the total composition C5H12 at a distorted geometry, with properties calculated with ωB97M-V/def2-TZVPD.

Orbital gap = 10.69 eV
SMILES = C=C.CCC

Atoms and positions in Å:
C 2.06305 -2.18065 2.40023
C 2.86428 -3.13126 1.90960
H 0.99340 -2.35609 2.41487
H 2.35102 -1.14696 2.60167
H 2.74679 -4.17251 2.20496
H 3.83068 -2.92752 1.47761
C -1.56253 1.64604 -2.61300
C -2.01802 1.96036 -1.17302
C -1.05206 1.34450 -0.17253
H -0.56055 2.07792 -2.66987
H -2.32354 1.92520 -3.33836
H -1.38061 0.57947 -2.79063
H -3.02539 1.55548 -1.04071
H -2.03066 3.04349 -1.10088
H -0.04972 1.39473 -0.62882
H -1.10573 1.82126 0.77781
H -1.14740 0.25238 -0.08756

Below is a single C5H12BN molecule at a distorted geometry, with properties calculated with ωB97M-V/def2-TZVPD.

Orbital gap = 10.05 eV
SMILES = C=CB(C)N(C)C

Atoms and positions in Å:
C -0.27555 -2.64316 0.05065
C -0.83540 -1.60538 -0.48637
B -0.55228 -0.07937 -0.02257
C -1.56815 0.38507 1.40138
N 0.39992 0.79394 -0.36905
C 1.39064 0.36344 -1.38157
C 0.79481 2.05940 0.20510
H -0.67370 -3.67008 0.12632
H 0.63621 -2.45015 0.54856
H -1.76367 -1.72437 -1.06161
H -2.04654 1.33551 1.33040
H -0.91456 0.23354 2.23089
H -2.23768 -0.45318 1.28903
H 1.04656 0.64299 -2.37659
H 2.47639 0.68778 -1.25675
H 1.42958 -0.70448 -1.33482
H 0.15972 2.33725 1.07449
H 1.72705 1.87130 0.69806
H 0.80666 2.61994 -0.66553

Below is 2 unconnected molecules or ions with the total composition C5H12BrNO at a distorted geometry, with properties calculated with ωB97M-V/def2-TZVPD.

Orbital gap = 10.35 eV
SMILES = CNC(C)=O.CCBr

Atoms and positions in Å:
C 1.04282 -2.47755 0.46417
N 0.90300 -1.30788 1.30946
C -0.18358 -0.49364 1.20301
C -0.19665 0.68922 2.14799
O -1.07805 -0.71875 0.39310
H 1.98685 -2.99066 0.71342
H 1.06728 -2.19391 -0.60146
H 0.20786 -3.18079 0.62197
H 1.62746 -1.08647 1.99696
H 0.67522 1.34254 1.97585
H -1.11498 1.27539 1.97571
H -0.18422 0.35566 3.19927
C -1.14566 1.90929 -1.71678
C -0.25539 0.78856 -2.20594
Br 1.53464 0.94177 -1.47730
H -2.15365 1.79216 -2.14904
H -0.74373 2.89003 -2.02210
H -1.23005 1.89053 -0.61718
H -0.62220 -0.21147 -1.90456
H -0.13689 0.78596 -3.30657

Below is 2 unconnected molecules or ions with the total composition C5H12BrOPS2 at a distorted geometry, with properties calculated with ωB97M-V/def2-TZVPD.

Orbital gap (spin up / spin down) = 7.29 / 7.24 eV

Atoms and positions in Å:
C 0.22885 -1.47545 -1.14644
C -2.00547 -1.33250 -0.03943
C -1.07215 0.75628 -1.20139
C 2.14913 2.29701 0.27486
C -0.78792 -0.54955 -0.46982
O 1.93432 0.97432 -0.03058
P -0.05208 -0.09523 1.21046
S -0.93544 0.96809 2.50400
S 0.99767 -1.79489 1.97854
Br 1.53314 -0.98426 3.87840
H 0.13524 -1.77440 -2.19294
H 1.19402 -1.04772 -1.23900
H 0.45059 -2.47835 -0.76316
H -1.88834 -2.28597 0.49014
H -2.59023 -1.61484 -0.85254
H -2.82484 -0.83764 0.55445
H -2.07975 0.77928 -1.82298
H -0.95667 1.52246 -0.35489
H -0.19346 0.87572 -1.95100
H 2.59389 2.43828 1.34733
H 1.19072 3.04900 0.16410
H 2.97880 2.61038 -0.33811

Below is a molecular structure, C5H12CeClFeO2 at a distorted geometry, with properties calculated with ωB97M-V/def2-TZVPD.

Multiplicity = 7
Orbital gap (spin up / spin down) = 6.66 / 6.77 eV
Net charge = -1
⟨S²⟩ = 12.016

Atoms and positions in Å:
Ce -0.40199 0.38303 1.65298
Cl -1.50958 0.59460 3.89021
C -1.01781 -1.78477 1.32454
C -2.17820 0.99600 0.22405
H -1.93026 -1.74433 0.70675
H -0.24381 -2.41206 0.85938
H -1.25461 -2.13561 2.34715
H -2.72630 0.05137 0.07548
H -1.92879 1.45770 -0.73970
H -2.77180 1.68719 0.84876
Fe 1.15590 -0.05857 -1.53583
C 0.92580 1.83795 -0.80781
C 0.61543 -0.43231 -3.17550
H 1.08202 2.31969 -1.78886
H -0.04003 2.17981 -0.38129
H 1.75920 2.14725 -0.14611
H -0.06491 0.35478 -3.59993
H 0.76847 -1.39374 -3.71257
O 2.09222 -1.20416 -0.21276
C 2.46212 -1.01241 0.98897
O 1.76391 -0.41223 1.88384
H 3.44304 -1.41921 1.29826

Below is 2 unconnected molecules or ions with the total composition C5H12Cl at a distorted geometry, with properties calculated with ωB97M-V/def2-TZVPD.

Multiplicity = 2
Orbital gap (spin up / spin down) = 9.23 / 11.06 eV
⟨S²⟩ = 0.753

Atoms and positions in Å:
Cl 0.56520 -2.43149 3.44508
H 0.52702 -1.53242 2.48168
C -0.15372 0.25952 -1.10073
C -1.38033 0.67936 -0.34914
C -2.51705 -0.35327 0.02993
C 1.17317 0.88289 -0.73993
C 2.44460 0.02665 -0.53908
H -0.05647 -0.82401 -0.84052
H -1.00562 1.03231 0.62778
H -1.92171 1.53216 -0.75075
H -3.47118 0.16269 0.16824
H -2.63674 -1.09306 -0.75203
H -2.32564 -0.90544 0.99443
H 1.44942 1.69565 -1.41599
H 0.98899 1.40355 0.24622
H 3.28909 0.69084 -0.57761
H 2.50442 -0.47178 0.42566
H 2.52653 -0.75414 -1.35324